Here is a molecular structure, C22H45BrO5Si4Y from the Open Molecules 2025 dataset. Energies are from ωB97M-V with the def2-TZVPD basis set.

Its frontier orbital gap is 6.9229 eV. For the HOMO energy, the calculation gives -10.0 eV. Its total charge is +1.

CARTESIAN COORDINATES (ANGSTROEM)
Y: -0.43108 0.24748 0.03247
C: -1.27347 -0.28837 -3.67449
O: -1.40414 -0.88335 -2.37828
C: -1.64241 -2.28514 -2.41957
C: -2.48285 -2.67134 -1.24589
O: -1.83286 -2.22575 -0.06168
C: -2.39009 -2.80441 1.12713
C: -2.11470 -1.86671 2.26386
O: -0.71905 -1.58571 2.34339
C: 0.00634 -2.60787 3.03249
H: -2.16386 -0.49100 -4.27036
H: -0.39074 -0.66948 -4.19110
H: -1.18280 0.78423 -3.52625
H: -0.68538 -2.81651 -2.40532
H: -2.18258 -2.55713 -3.32931
H: -2.59362 -3.75920 -1.23569
H: -3.47153 -2.20846 -1.31498
H: -1.92554 -3.78230 1.27663
H: -3.47000 -2.94359 1.03259
H: -2.48400 -2.29036 3.20127
H: -2.60266 -0.91218 2.08921
H: -0.36721 -2.69727 4.05388
H: 1.04718 -2.31160 3.05253
H: -0.08399 -3.57197 2.52875
C: 1.31975 3.80016 -1.40659
Si: 2.48897 2.40341 -1.85425
C: 4.23344 3.02619 -2.10210
C: 1.89576 1.58418 -3.43436
Si: 2.51866 0.80609 -0.13326
Si: 3.17922 -1.39111 -0.62039
C: 5.04833 -1.46380 -0.60791
C: 2.53196 -1.92101 -2.30476
C: 2.47795 -2.54579 0.68470
Si: 2.71261 1.57420 2.08021
C: 4.51315 1.70612 2.56385
C: 1.89364 0.34207 3.23942
C: 1.83673 3.22160 2.24244
H: 1.16022 4.46063 -2.26332
H: 1.72051 4.40791 -0.59359
H: 0.33896 3.42851 -1.09227
H: 4.28073 3.79431 -2.87981
H: 4.89384 2.21098 -2.40548
H: 4.63598 3.46007 -1.18457
H: 1.86713 2.30403 -4.25713
H: 0.88945 1.17556 -3.32031
H: 2.55978 0.76948 -3.72914
H: 5.46327 -0.67251 -1.23545
H: 5.42085 -2.42001 -0.98714
H: 5.44227 -1.33011 0.40198
H: 3.13266 -1.49073 -3.10821
H: 1.49600 -1.59781 -2.45781
H: 2.56676 -3.00847 -2.41480
H: 2.97703 -2.39497 1.64454
H: 2.61539 -3.59456 0.40631
H: 1.40682 -2.37888 0.83206
H: 4.96464 0.71348 2.63407
H: 4.62947 2.19109 3.53754
H: 5.08934 2.28189 1.83719
H: 2.39073 -0.62868 3.18718
H: 0.83191 0.19240 3.01880
H: 1.96215 0.68861 4.27478
H: 2.34884 4.00685 1.68341
H: 1.80208 3.53574 3.28904
H: 0.80651 3.16986 1.87791
Br: -9.16660 0.33951 1.29285
C: -7.34308 0.64405 0.92199
C: -6.86441 1.94061 0.84472
C: -5.51432 2.15985 0.61094
C: -4.65136 1.08723 0.45444
C: -5.15218 -0.20833 0.50766
C: -6.49742 -0.44059 0.74190
C: -3.17138 1.25830 0.33043
O: -2.62190 1.55800 -0.75495
O: -2.46914 0.99063 1.35844
H: -7.53892 2.77579 0.97091
H: -5.14274 3.17448 0.54612
H: -4.48623 -1.04906 0.35607
H: -6.88280 -1.44941 0.79439

Mulliken population analysis, charges in e, atoms 1 to 2:
1. Y 0.367
2. C -1.193